The following is a DFT calculation (the ωB97M-V functional and the def2-TZVPD basis) of a structure of composition C28H28N4O2Ti at a distorted geometry.

Last column: Löwdin charge in e.
Cartesian coordinates (Å):
C1 -0.98 1.10 1.65  -0.025
C2 -0.61 -0.85 1.88  -0.033
H1 -0.09 1.68 1.95  0.048
H2 -1.62 0.93 2.57  0.114
H3 -1.61 1.75 1.02  0.080
H4 -0.12 -1.78 1.61  0.074
H5 -0.38 -0.62 2.94  0.063
H6 -1.70 -1.00 1.79  0.049
C3 0.48 2.64 -1.66  -0.049
C4 0.72 3.43 -2.76  0.021
C5 1.01 2.81 -3.99  0.042
C6 1.05 1.41 -4.08  0.057
H7 0.30 3.05 -0.66  0.126
H8 0.69 4.51 -2.60  0.142
H9 1.23 3.39 -4.87  0.136
H10 1.26 0.90 -5.00  0.122
N1 0.55 1.29 -1.75  -0.020
C7 0.79 0.64 -2.94  -0.158
C8 0.71 -0.82 -2.91  -0.152
N2 0.55 -1.42 -1.68  -0.033
C9 0.39 -2.77 -1.53  -0.034
C10 0.58 -3.00 -3.92  0.029
C11 0.38 -3.60 -2.66  0.027
H11 0.32 -3.14 -0.49  0.141
H12 0.25 -4.66 -2.52  0.133
C12 0.76 -1.63 -4.05  0.046
H13 0.92 -1.14 -5.00  0.131
H14 0.60 -3.61 -4.82  0.140
Ti1 0.17 -0.02 -0.25  1.188
C13 -1.81 -0.26 -0.56  -0.192
H15 -2.07 -1.20 -1.06  0.056
H16 -2.10 0.58 -1.23  0.058
H17 -2.40 -0.17 0.35  0.015
O1 2.07 2.44 0.82  0.018
C14 2.53 1.35 1.23  -0.546
N3 3.56 1.18 2.11  0.162
C15 3.42 -0.04 2.78  -0.317
C16 2.75 -0.86 1.64  -0.383
O2 2.76 -2.05 1.44  0.095
N4 2.05 0.10 0.88  0.056
C17 4.77 -0.53 3.32  -0.150
C18 5.40 -1.71 2.94  -0.022
C19 6.65 -2.10 3.51  -0.045
C20 7.25 -1.27 4.46  -0.080
C21 6.64 -0.09 4.84  -0.066
C22 5.41 0.29 4.30  -0.015
C23 2.42 -0.03 3.91  -0.172
C24 2.13 -1.25 4.55  0.006
C25 1.13 -1.30 5.54  -0.050
C26 0.44 -0.15 5.89  -0.082
C27 0.76 1.06 5.28  -0.075
C28 1.77 1.13 4.31  -0.036
H18 4.00 2.02 2.52  0.192
H19 4.91 -2.33 2.15  0.113
H20 7.14 -3.03 3.18  0.116
H21 8.21 -1.58 4.86  0.111
H22 7.14 0.57 5.56  0.117
H23 4.94 1.22 4.59  0.109
H24 2.69 -2.13 4.25  0.124
H25 0.94 -2.25 6.01  0.112
H26 -0.34 -0.19 6.64  0.112
H27 0.22 1.99 5.55  0.121
H28 2.05 2.12 3.88  0.130

HOMO level	-13.019	eV
Kohn-Sham gap	4.6	eV
total charge	+2

=====

The following is a DFT calculation (the ωB97M-V functional and the def2-TZVPD basis) of a structure of composition C28H28N4O2W at a distorted geometry.

Last column: Mulliken spin population.
Cartesian coordinates (Å):
W1 1.11 0.80 2.01  1.502
C1 1.43 1.96 4.04  0.108
C2 1.62 0.60 4.35  0.013
C3 2.48 -0.21 3.58  0.054
C4 3.30 0.40 2.59  0.047
C5 3.23 1.79 2.40  0.047
C6 2.23 2.56 3.04  0.021
H1 0.80 2.58 4.65  0.013
H2 1.12 0.16 5.21  0.005
H3 2.65 -1.24 3.85  0.003
H4 4.06 -0.19 2.10  0.000
H5 3.92 2.27 1.71  0.006
H6 2.19 3.62 2.89  0.005
O1 2.46 -0.57 -3.03  0.013
C7 2.85 0.70 -2.92  0.040
C8 3.64 1.21 -3.95  -0.015
C9 4.06 2.52 -3.93  0.026
C10 3.70 3.38 -2.88  0.002
C11 2.95 2.89 -1.85  0.009
C12 2.52 1.55 -1.84  0.010
C13 1.76 1.07 -0.72  0.033
O2 1.55 1.85 0.35  -0.044
N1 1.23 -0.13 -0.68  0.023
N2 0.63 -0.35 0.51  0.048
C14 -0.73 -0.92 0.32  0.002
C15 -1.32 -1.03 1.68  -0.048
C16 -2.39 -1.86 1.94  -0.003
C17 -2.97 -1.82 3.20  0.011
C18 -2.45 -0.95 4.15  -0.005
C19 -1.37 -0.17 3.83  0.013
N3 -0.78 -0.22 2.61  0.012
H7 1.91 -0.82 -2.27  -0.003
H8 3.90 0.54 -4.77  0.000
H9 4.68 2.89 -4.74  0.001
H10 4.02 4.41 -2.89  0.000
H11 2.66 3.54 -1.03  -0.004
H12 -0.69 -1.89 -0.18  0.017
H13 -2.77 -2.50 1.15  0.001
H14 -3.81 -2.46 3.44  0.000
H15 -2.89 -0.87 5.14  0.000
H16 -0.97 0.52 4.55  -0.007
C20 -1.35 -4.08 -1.62  0.000
N4 -2.13 -2.85 -1.60  0.002
C21 -3.54 -3.06 -1.87  0.000
C22 -1.55 -1.76 -2.35  0.000
C23 -1.97 -0.41 -1.80  -0.001
C24 -2.77 0.44 -2.56  0.000
C25 -3.14 1.69 -2.11  0.006
C26 -2.70 2.13 -0.86  0.019
C27 -1.92 1.28 -0.08  0.039
C28 -1.57 0.02 -0.54  -0.007
H17 -1.42 -4.63 -2.57  0.000
H18 -1.72 -4.75 -0.84  0.000
H19 -0.30 -3.87 -1.43  0.000
H20 -3.96 -3.77 -1.15  0.000
H21 -3.72 -3.46 -2.88  0.000
H22 -4.08 -2.12 -1.78  0.000
H23 -1.80 -1.78 -3.42  0.000
H24 -0.46 -1.85 -2.30  0.000
H25 -3.09 0.11 -3.55  0.000
H26 -3.76 2.33 -2.71  0.000
H27 -2.96 3.11 -0.50  0.001
H28 -1.61 1.64 0.89  -0.014

HOMO level (spin up / spin down)	-13.240 / -13.238	eV
ΔE to the lowest compared entry with this formula, charge and spin	26.7	kJ/mol
Kohn-Sham gap (spin up / spin down)	5.9 / 4.3	eV
expectation value of S²	2.02
total charge	+2
spin multiplicity	3

=====

The following is a DFT calculation (the ωB97M-V functional and the def2-TZVPD basis) of an isolated molecule of C28H28N4O4.

Last column: Löwdin charge in e.
Cartesian coordinates (Å):
C1 4.95 -2.28 -8.57  -0.093
H1 3.85 -2.20 -8.59  0.095
O1 5.50 -1.50 -7.54  -0.086
C2 5.16 -1.78 -6.25  -0.277
C3 5.75 -0.97 -5.28  0.003
C4 5.47 -1.17 -3.94  -0.026
C5 4.61 -2.19 -3.55  -0.204
C6 4.02 -2.99 -4.52  -0.025
C7 4.29 -2.79 -5.86  -0.015
H2 3.82 -3.44 -6.59  0.102
H3 3.34 -3.77 -4.22  0.110
C8 4.28 -2.39 -2.09  -0.071
N1 3.10 -1.61 -1.72  0.089
C9 3.32 -0.31 -1.31  -0.463
O2 4.42 0.17 -1.20  0.090
N2 2.20 0.42 -1.01  0.178
C10 0.91 -0.06 -1.09  -0.162
C11 -0.18 0.74 -0.76  0.043
C12 -1.46 0.22 -0.85  -0.139
C13 -1.67 -1.09 -1.27  -0.005
C14 -0.59 -1.88 -1.59  0.017
C15 0.71 -1.38 -1.49  -0.058
C16 1.86 -2.22 -1.84  -0.356
O3 1.77 -3.38 -2.19  0.092
H4 -0.71 -2.90 -1.92  0.124
H5 -2.67 -1.47 -1.36  0.123
C17 -2.65 1.10 -0.58  -0.435
O4 -3.39 1.46 -1.48  0.083
N3 -2.83 1.48 0.70  -0.039
C18 -2.02 1.05 1.82  -0.126
H6 -1.64 0.04 1.63  0.131
C19 -2.86 1.05 3.09  -0.162
N4 -3.28 2.40 3.43  -0.167
C20 -3.53 3.21 2.24  -0.152
C21 -3.93 2.38 1.03  -0.115
H7 -4.84 1.80 1.24  0.134
H8 -4.12 3.00 0.16  0.127
H9 -2.62 3.77 2.01  0.123
H10 -4.32 3.94 2.46  0.121
C22 -4.36 2.39 4.40  -0.164
C23 -3.89 1.82 5.71  -0.232
C24 -4.60 0.82 6.36  -0.046
C25 -4.16 0.31 7.57  -0.086
C26 -2.99 0.79 8.13  -0.095
C27 -2.27 1.79 7.49  -0.082
C28 -2.72 2.30 6.29  -0.045
H11 -2.17 3.07 5.77  0.114
H12 -1.36 2.17 7.93  0.102
H13 -2.64 0.40 9.08  0.100
H14 -4.72 -0.47 8.06  0.101
H15 -5.51 0.43 5.92  0.109
H16 -4.67 3.43 4.56  0.129
H17 -5.24 1.82 4.04  0.125
H18 -2.26 0.66 3.92  0.127
H19 -3.72 0.38 2.95  0.133
H20 -1.16 1.72 1.96  0.130
H21 -0.03 1.77 -0.46  0.130
H22 2.36 1.37 -0.72  0.166
H23 4.05 -3.44 -1.89  0.129
H24 5.11 -2.05 -1.46  0.130
H25 5.92 -0.54 -3.20  0.110
H26 6.41 -0.19 -5.60  0.117
H27 5.35 -1.88 -9.50  0.092
H28 5.23 -3.33 -8.47  0.095

HOMO level	-8.380	eV
ΔE to the lowest compared entry with this formula, charge and spin	64.7	kJ/mol
Kohn-Sham gap	8.5	eV
SMILES	COc1ccc(Cn2c(=O)[nH]c3cc(C(=O)N4CCN(Cc5ccccc5)CC4)ccc3c2=O)cc1
total charge	0

=====

| no. | DFT total energy (eV) |
| --- | --- |
| 1 | -62643.99768 |
| 2 | -41355.45561 |
| 3 | -43642.76646 |